Formula: C23H37INO4P
Source: the Open Molecules 2025 dataset
Level of theory: wB97M-V/def2-TZVPD

Geometry as XYZ:
```
67
Properties=species:S:1:pos:R:3:mulliken_charge:R:1
C 5.85 -3.00 -0.76 -1.1185
P 4.17 -3.51 -1.21 0.4208
O 4.40 -4.03 -2.75 -0.5112
C 3.29 -1.90 -1.35 1.5033
C 3.88 -0.65 -1.15 -0.3032
C 3.16 0.54 -1.20 -0.9985
C 1.79 0.53 -1.49 -0.5961
C 1.21 -0.71 -1.69 0.3103
C 1.92 -1.89 -1.62 -0.4549
C 0.99 -3.01 -1.85 0.0129
O 1.24 -4.17 -2.02 -0.5595
N -0.35 -2.48 -1.88 0.2369
C -1.16 -2.84 -0.71 0.0372
C -2.62 -2.45 -0.83 -0.0813
O -3.25 -2.10 0.09 -0.4377
I -3.58 -2.67 -2.75 -0.0027
C -0.20 -1.06 -2.01 -0.3420
O -1.03 -0.28 -2.38 -0.4839
H 5.80 -2.64 0.26 0.2998
H 6.23 -2.18 -1.37 0.3266
H 6.55 -3.82 -0.86 0.3907
H 3.60 -4.47 -3.07 0.3570
H 4.94 -0.58 -0.93 0.3281
H 3.65 1.48 -1.03 0.4259
H 1.19 1.42 -1.55 0.6385
H -0.79 -2.29 0.16 -0.0368
H -1.13 -3.91 -0.55 0.5561
C 3.09 -2.00 2.45 -1.2188
C 1.59 -1.77 2.32 1.0159
C 1.08 -0.57 3.11 -0.8853
C 1.27 -0.67 4.63 -0.8537
C 0.62 -1.89 5.28 -0.3627
C -0.90 -1.93 5.12 -1.1377
H 3.39 -2.23 3.48 0.4448
H 3.40 -2.84 1.82 0.2201
H 3.65 -1.12 2.13 0.2493
H 1.05 -2.68 2.62 0.3719
H 1.36 -1.61 1.27 -0.8295
H 0.02 -0.42 2.89 0.3391
H 1.59 0.33 2.76 0.4164
H 0.86 0.23 5.09 0.4270
H 2.34 -0.67 4.86 0.3076
H 0.86 -1.89 6.34 0.3921
H 1.06 -2.81 4.87 0.2484
H -1.36 -1.04 5.53 0.2958
H -1.32 -2.80 5.63 0.3797
H -1.19 -2.01 4.07 0.2293
C -3.88 1.92 -2.92 -0.9965
C -3.74 3.37 -3.37 -0.4074
C -2.62 4.12 -2.64 -0.6503
C -2.81 4.24 -1.13 -0.5667
C -4.11 4.92 -0.69 -0.3909
C -4.23 6.37 -1.17 -1.1991
H -4.16 1.85 -1.86 0.2638
H -4.65 1.41 -3.49 0.3715
H -2.94 1.37 -3.05 0.1876
H -4.69 3.89 -3.24 0.2487
H -3.52 3.39 -4.44 0.3652
H -2.52 5.12 -3.08 0.3243
H -1.67 3.61 -2.83 0.3108
H -1.96 4.80 -0.72 0.3741
H -2.76 3.25 -0.67 0.2415
H -4.15 4.91 0.40 0.3660
H -4.97 4.35 -1.04 0.2399
H -3.39 6.97 -0.81 0.2922
H -5.15 6.82 -0.79 0.3779
H -4.25 6.43 -2.26 0.2801
```

Summary:
calculated total energy: -51521.7863 eV
SMILES: CP(O)c1cccc2c1C(=O)N(CC(=O)I)C2=O.CCCCCC.CCCCCC
net charge: 0


Formula: C23H38Cl2N3O4Pt
Source: the Open Molecules 2025 dataset
Level of theory: wB97M-V/def2-TZVPD

Geometry as XYZ:
```
71
Properties=species:S:1:pos:R:3:lowdin_spin:R:1
O -0.64 1.34 -2.49 0.3013
C -1.43 1.31 -3.49 0.3292
C -0.90 1.82 -4.74 0.0815
C 0.32 2.54 -4.71 0.1035
H 0.80 2.73 -3.75 0.0085
C 0.89 2.99 -5.90 0.0022
H 1.83 3.55 -5.86 -0.0035
C 0.24 2.75 -7.12 0.1337
H 0.69 3.12 -8.05 0.0107
C -0.97 2.05 -7.16 0.0078
H -1.47 1.87 -8.11 -0.0029
C -1.54 1.59 -5.97 0.0892
H -2.47 1.03 -5.96 0.0031
H -2.41 0.82 -3.42 0.0151
C -2.73 2.41 -0.73 0.0005
C -2.59 0.94 -0.47 -0.0210
H -3.35 2.86 0.05 -0.0008
H -3.19 2.62 -1.71 0.0038
H -1.74 2.86 -0.70 -0.0003
C -3.42 0.22 0.31 -0.0037
C -4.53 0.81 1.13 -0.0013
H -3.24 -0.84 0.37 -0.0002
H -5.25 1.37 0.52 0.0000
H -4.17 1.48 1.92 -0.0001
H -5.06 -0.01 1.62 -0.0001
Pt -0.84 0.01 -1.02 0.6429
Cl 0.23 1.51 0.46 0.1012
Cl -1.83 -1.53 -2.50 0.1188
H 4.57 0.43 -3.07 0.0001
H 5.16 0.98 -1.10 0.0000
C 3.50 0.27 -2.91 0.0009
C 4.23 0.79 -0.57 0.0002
N 3.28 0.15 -1.48 0.0004
H 3.18 -0.65 -3.40 0.0000
C 2.09 -0.25 -1.03 -0.0001
O 1.12 -0.51 -1.81 0.0012
H 4.41 0.13 0.29 0.0000
H 2.00 -0.31 0.06 0.0000
H 2.94 1.12 -3.34 0.0010
H 3.83 1.74 -0.17 0.0004
H -1.39 -4.91 2.08 0.0003
H -0.60 -5.95 -0.01 0.0000
C -1.67 -3.99 1.56 0.0017
C -0.94 -5.07 -0.56 0.0024
N -0.92 -3.90 0.31 0.0081
H -1.44 -3.12 2.18 0.0004
C -0.47 -2.73 -0.13 0.0192
O -0.76 -1.61 0.41 0.0389
H -0.28 -4.87 -1.42 0.0004
H 0.13 -2.77 -1.05 0.0003
H -2.75 -4.04 1.37 0.0002
H -1.96 -5.27 -0.94 0.0008
O 1.71 -0.86 2.00 0.0010
C 1.30 -0.67 3.15 0.0008
C 2.02 -1.23 4.38 0.0000
C 2.60 -0.13 5.26 0.0000
C 1.60 0.41 6.29 0.0000
C 0.39 1.12 5.70 0.0000
C -0.43 0.27 4.73 0.0000
N 0.18 0.06 3.42 0.0007
H 1.32 -1.86 4.93 0.0000
H 2.83 -1.85 3.99 0.0000
H 3.47 -0.54 5.78 0.0000
H 2.98 0.70 4.65 0.0000
H 1.26 -0.43 6.91 0.0000
H 2.13 1.10 6.95 0.0000
H -0.26 1.44 6.52 0.0000
H 0.71 2.03 5.18 0.0001
H -0.64 -0.70 5.20 0.0000
H -1.39 0.76 4.56 0.0000
H -0.28 0.45 2.60 0.0012
```

Summary:
spin multiplicity: 3
calculated total energy: -65420.2882 eV
ΔE to the lowest compared entry with this formula, charge and spin: 0.066 eV
net charge: -1


Formula: C23H38Cl7F16NO9
Source: the Open Molecules 2025 dataset
Level of theory: wB97M-V/def2-TZVPD

Geometry as XYZ:
```
94
Properties=species:S:1:pos:R:3:lowdin_spin:R:1
C 3.71 -2.26 -4.26 0.0175
O 3.63 -0.93 -3.77 0.0914
C 2.31 -0.53 -3.51 0.0160
C 2.29 0.99 -3.38 0.0911
N 3.40 1.54 -2.50 0.0864
H 4.23 1.33 -3.03 0.1197
H 3.26 2.54 -2.47 0.1104
C 3.50 0.93 -1.08 0.0275
C 4.82 1.28 -0.41 0.0503
O 5.01 2.67 -0.23 0.0783
C 6.16 2.97 0.63 0.0344
H 3.04 -2.33 -5.12 0.0025
H 3.46 -2.97 -3.47 0.0010
H 4.72 -2.38 -4.65 0.0059
H 1.91 -1.01 -2.61 0.0013
H 1.69 -0.78 -4.37 0.0045
H 1.43 1.39 -2.84 0.0053
H 2.38 1.48 -4.35 0.0733
H 3.39 -0.15 -1.11 0.0034
H 2.70 1.42 -0.52 0.0059
H 5.65 0.91 -1.00 0.0230
H 4.91 0.76 0.55 0.0033
H 6.04 4.00 0.94 0.0038
H 7.03 2.85 -0.03 0.0078
H 6.37 2.28 1.44 0.0020
Cl -0.02 -0.10 0.51 0.0021
O -1.22 -0.71 0.88 0.0001
O 1.15 -0.93 0.71 0.0002
O -0.12 0.26 -0.87 0.0011
O 0.14 1.07 1.32 0.0010
C -5.18 -1.69 -0.21 0.0000
C -5.00 -3.02 0.47 0.0000
C -3.53 -3.50 0.42 0.0000
F -3.24 -4.64 1.07 0.0000
F -3.06 -3.61 -0.80 0.0000
F -5.32 -2.87 1.79 0.0000
F -5.83 -3.97 -0.02 0.0000
O -4.32 -0.67 0.31 0.0000
C -4.93 0.49 0.95 0.0000
C -3.95 1.58 1.38 0.0000
F -3.27 2.01 0.38 0.0001
F -4.55 2.60 1.99 0.0000
F -5.79 1.13 0.15 0.0000
F -5.54 -0.03 1.98 0.0000
H -6.23 -1.40 -0.15 0.0000
H -5.07 -1.83 -1.29 0.0000
H -2.85 -2.81 0.92 0.0000
H -3.15 1.22 2.04 0.0000
C 0.29 5.30 0.43 0.0061
C -0.37 5.62 1.77 0.0007
C -0.79 4.29 2.46 0.0004
F 0.31 3.62 2.80 0.0018
F -1.61 4.43 3.49 0.0001
F 0.34 6.42 2.58 0.0009
F -1.47 6.31 1.52 0.0003
O -0.58 4.61 -0.45 0.0034
C -0.15 4.38 -1.80 0.0086
C -1.34 3.74 -2.53 0.0030
F -2.48 4.37 -2.56 0.0010
F -1.05 3.34 -3.79 0.0082
F 0.30 5.46 -2.41 0.0305
F 0.92 3.56 -1.76 0.0403
H 1.12 4.60 0.55 0.0038
H 0.69 6.24 0.03 0.0022
H -1.36 3.71 1.74 0.0001
H -1.56 2.85 -1.93 0.0005
C 1.45 -4.79 3.74 0.0000
C 0.72 -3.54 3.32 0.0000
C -0.28 -4.07 2.36 0.0000
O 0.37 -5.11 1.67 0.0000
C 1.29 -5.70 2.56 0.0000
H 0.95 -5.27 4.58 0.0000
H 2.50 -4.63 3.98 0.0000
H 1.46 -2.92 2.81 0.0000
H 0.28 -2.91 4.09 0.0000
H -0.64 -3.23 1.76 0.0000
H -1.14 -4.52 2.87 0.0000
H 2.24 -5.85 2.05 0.0000
H 0.94 -6.66 2.96 0.0000
C -0.86 0.76 4.69 0.0001
Cl -2.44 1.63 4.59 0.0000
Cl -0.61 -0.05 6.25 0.0001
H -0.79 0.00 3.91 0.0000
H -0.10 1.53 4.53 0.0000
C 0.06 -3.88 -1.49 0.0002
Cl -0.42 -3.87 -3.18 0.0007
Cl 1.82 -4.12 -1.30 0.0027
H -0.22 -2.91 -1.07 0.0000
H -0.40 -4.72 -0.98 0.0000
C -2.77 -0.43 -3.42 0.0009
Cl -3.78 -1.78 -3.94 0.0004
Cl -1.44 -0.10 -4.55 0.0116
H -3.28 0.49 -3.15 0.0002
H -2.27 -0.81 -2.52 0.0001
```

Summary:
spin multiplicity: 2
calculated total energy: -175511.8434 eV
net charge: -1


Formula: C23H38ClCuN7PS
Source: the Open Molecules 2025 dataset
Level of theory: wB97M-V/def2-TZVPD

Geometry as XYZ:
```
72
Properties=species:S:1:pos:R:3:lowdin_spin:R:1
Cu 0.14 -0.33 0.05 0.6001
N 1.17 3.09 -0.80 -0.0005
C -0.05 3.84 -0.27 0.0000
C -0.21 3.62 1.22 0.0004
C -0.89 2.32 1.65 0.0067
N 0.02 1.15 1.58 0.0676
C -2.17 2.08 0.85 0.0014
C -1.97 2.16 -0.66 0.0039
N -1.24 0.96 -1.16 0.0421
C -1.29 3.47 -1.07 0.0000
H 1.99 3.26 -0.22 0.0000
H 1.38 3.38 -1.76 0.0000
H 1.04 2.07 -0.80 -0.0008
H 0.21 4.89 -0.46 0.0000
H -0.85 4.44 1.57 0.0002
H 0.74 3.76 1.75 0.0000
H -1.17 2.46 2.69 0.0026
H -0.21 0.54 2.36 -0.0001
H 0.99 1.42 1.74 0.0009
H -2.90 2.84 1.13 -0.0001
H -2.61 1.12 1.12 -0.0001
H -2.96 2.17 -1.14 0.0021
H -1.00 1.10 -2.14 0.0000
H -1.92 0.20 -1.22 -0.0012
H -2.01 4.27 -0.89 0.0001
H -1.09 3.50 -2.14 0.0000
C 5.03 3.26 1.46 0.0000
C 4.78 1.82 1.91 0.0001
C 4.02 1.05 0.88 0.0002
N 2.74 1.07 0.75 0.0001
N 2.26 0.31 -0.32 0.0109
C 3.25 -0.24 -0.99 0.0005
N 3.10 -0.99 -2.08 -0.0004
S 4.81 0.09 -0.33 0.0006
H 5.63 3.79 2.19 0.0000
H 4.09 3.81 1.36 0.0000
H 5.56 3.30 0.50 0.0000
H 4.22 1.79 2.84 0.0000
H 5.73 1.32 2.10 0.0000
H 2.19 -1.07 -2.51 0.0004
H 3.89 -1.34 -2.60 0.0000
C 0.42 -2.63 -3.00 0.0229
P -0.34 -2.30 -1.38 0.1058
C -0.13 -3.89 -0.54 0.0137
C -2.11 -2.17 -1.75 0.0098
C -3.07 -2.70 -0.89 0.0070
C -4.42 -2.58 -1.18 -0.0005
C -4.83 -1.93 -2.34 0.0085
C -3.88 -1.41 -3.21 -0.0008
C -2.53 -1.52 -2.92 0.0075
H 0.41 -1.76 -3.66 0.0003
H -0.16 -3.42 -3.49 0.0045
H 1.44 -2.99 -2.86 -0.0001
H -0.53 -4.67 -1.20 0.0034
H -0.64 -3.94 0.41 -0.0001
H 0.94 -4.08 -0.38 0.0001
H -2.77 -3.25 0.00 0.0003
H -5.16 -3.02 -0.52 -0.0001
H -5.88 -1.86 -2.57 0.0004
H -4.20 -0.93 -4.13 -0.0002
H -1.81 -1.14 -3.63 0.0002
Cl 1.91 -4.01 3.92 0.0015
C 0.57 -3.20 3.23 0.0021
C -0.73 -3.42 3.70 -0.0030
C -1.77 -2.73 3.09 0.0028
C -1.49 -1.86 2.06 0.0027
N -0.24 -1.65 1.61 0.0704
C 0.77 -2.31 2.19 0.0028
H -0.90 -4.11 4.51 -0.0001
H -2.79 -2.87 3.43 0.0005
H -2.29 -1.31 1.56 0.0002
H 1.77 -2.13 1.81 0.0003
```

Summary:
spin multiplicity: 2
calculated total energy: -112162.3834 eV
ΔE to the lowest compared entry with this formula, charge and spin: 0.117 eV
net charge: +3


Formula: C23H38ClN6Tc
Source: the Open Molecules 2025 dataset
Level of theory: wB97M-V/def2-TZVPD

Geometry as XYZ:
```
69
Properties=species:S:1:pos:R:3:lowdin_spin:R:1
Tc 0.24 0.29 -0.09 2.8654
C 0.01 -1.29 4.60 0.0003
N -0.28 0.12 4.30 0.0026
C 0.30 1.08 5.25 0.0006
C 0.31 2.38 4.46 0.0005
N 0.23 1.90 3.08 0.0034
C 0.00 2.88 2.03 0.0303
C -0.23 0.63 3.04 0.0102
N -0.59 0.04 1.92 0.0431
C -1.50 -1.12 1.95 0.0110
C -2.25 -1.19 0.64 0.0068
N -1.30 -1.42 -0.46 0.0566
C -1.59 -2.18 -1.49 0.0112
N -0.73 -2.32 -2.55 0.0020
C 0.44 -1.52 -2.78 0.0290
C -1.42 -2.90 -3.70 0.0006
C -2.56 -3.64 -3.04 0.0009
N -2.72 -2.92 -1.77 0.0036
C -3.54 -3.62 -0.78 0.0002
H -0.04 -1.41 5.68 0.0000
H 1.02 -1.57 4.26 0.0001
H -0.71 -1.96 4.16 0.0001
H 1.31 0.77 5.52 0.0000
H -0.30 1.14 6.16 0.0001
H 1.21 2.96 4.62 0.0001
H -0.55 3.01 4.69 0.0002
H 0.60 3.76 2.24 0.0013
H -1.05 3.17 1.96 0.0000
H 0.33 2.50 1.06 0.0180
H -2.21 -1.04 2.77 0.0012
H -0.95 -2.06 2.07 0.0003
H -2.76 -0.24 0.49 0.0002
H -3.01 -1.94 0.75 0.0011
H 0.93 -1.27 -1.85 0.0137
H 0.21 -0.60 -3.32 0.0014
H 1.15 -2.10 -3.37 0.0021
H -0.75 -3.56 -4.25 0.0001
H -1.77 -2.12 -4.37 0.0000
H -2.31 -4.68 -2.85 0.0001
H -3.47 -3.60 -3.62 0.0001
H -4.01 -4.46 -1.30 0.0000
H -4.34 -3.01 -0.38 0.0001
H -2.95 -4.04 0.03 0.0001
C 3.30 -0.21 2.19 -0.0181
C 2.97 -0.80 0.80 -0.0102
C 2.16 -2.10 1.01 0.0084
C 2.15 0.25 0.07 -0.2092
C 4.23 -1.11 -0.01 -0.0038
C 4.10 -1.39 -1.37 -0.0050
C 5.20 -1.69 -2.15 -0.0005
C 6.47 -1.73 -1.58 -0.0006
C 6.61 -1.45 -0.23 -0.0005
C 5.50 -1.14 0.55 -0.0001
H 2.37 0.08 2.69 -0.0007
H 3.94 0.67 2.11 -0.0003
H 3.81 -0.95 2.81 -0.0027
H 1.20 -1.90 1.49 0.0048
H 2.72 -2.80 1.64 0.0004
H 1.97 -2.60 0.05 0.0007
H 2.77 1.01 -0.40 0.0059
H 3.11 -1.37 -1.83 -0.0028
H 5.08 -1.90 -3.21 -0.0001
H 7.34 -1.96 -2.18 0.0000
H 7.60 -1.47 0.23 0.0000
H 5.64 -0.93 1.61 0.0000
Cl -1.41 2.01 -1.49 0.0528
C 0.37 1.67 -1.68 0.0379
H 0.90 2.59 -1.52 0.0109
H 0.54 1.32 -2.69 0.0143
```

Summary:
spin multiplicity: 4
calculated total energy: -48122.0767 eV
net charge: +1


Formula: C23H38F3N3O6
Source: the Open Molecules 2025 dataset
Level of theory: wB97M-V/def2-TZVPD

Geometry as XYZ:
```
73
Properties=species:S:1:pos:R:3:mulliken_charge:R:1
C -0.07 -2.20 6.42 -1.2384
C 0.39 -2.49 4.96 0.0164
O 0.19 -1.29 4.22 -0.3612
C 0.33 -1.49 2.81 -1.1760
C -1.06 -1.31 2.06 2.5193
C -2.10 -1.25 3.19 -0.4651
N -2.88 -1.44 3.98 -0.7131
C -1.39 -2.49 1.10 -0.9545
C -1.66 -3.85 1.85 -0.2065
C -3.03 -4.34 1.41 0.0096
F -3.22 -4.49 0.06 -0.3235
C -4.05 -4.58 2.26 0.3572
F -3.91 -5.51 3.20 -0.2068
F -5.19 -3.90 2.17 -0.2066
C -1.13 0.11 1.37 -0.2216
O -2.41 0.30 0.78 -0.5850
C -1.05 1.12 2.54 -0.1009
N -1.04 1.88 3.37 -0.5846
N 0.02 0.39 0.51 1.2555
C 0.39 1.81 0.46 0.4017
C -0.49 2.95 -0.10 -0.9824
O 1.44 2.10 0.91 -0.4778
C -0.06 -0.25 -0.81 0.1688
C -1.00 0.17 -1.95 -1.0983
O 0.71 -1.12 -1.02 -0.4377
H 0.41 -1.26 6.75 0.3098
H 0.20 -3.07 7.04 0.3882
H -1.18 -2.11 6.40 0.2826
H 1.44 -2.87 4.92 0.4123
H -0.27 -3.31 4.58 0.0845
H 1.06 -0.72 2.48 0.2795
H 0.76 -2.50 2.65 0.4535
H -2.26 -2.18 0.48 0.5510
H -0.52 -2.67 0.44 0.2401
H -1.53 -3.78 2.94 -0.0573
H -0.90 -4.59 1.49 0.3860
H -2.67 1.22 0.93 0.5132
H 0.13 3.49 -0.85 0.3248
H -1.43 2.62 -0.58 0.1800
H -0.71 3.69 0.69 0.3620
H -1.61 -0.74 -2.19 0.3608
H -0.42 0.38 -2.86 0.3621
H -1.72 0.95 -1.68 0.1371
C -2.31 3.42 -5.97 -1.1440
C -2.77 3.11 -4.56 -0.3064
O -1.87 3.55 -3.55 -0.3063
C -1.63 4.95 -3.50 -0.2869
C -2.87 5.77 -3.20 -1.1237
H -1.29 3.06 -6.13 0.3097
H -2.97 2.95 -6.70 0.4013
H -2.30 4.50 -6.16 0.2640
H -2.84 2.03 -4.44 0.3010
H -3.77 3.52 -4.37 0.3322
H -1.14 5.29 -4.42 0.3257
H -0.90 5.10 -2.69 0.2816
H -3.59 5.72 -4.02 0.2755
H -2.61 6.82 -3.04 0.4070
H -3.37 5.39 -2.30 0.2891
C 7.11 -0.59 -0.79 -1.0348
C 6.33 -1.90 -0.86 -0.2992
O 5.20 -1.93 -0.01 -0.4472
C 4.20 -0.96 -0.27 0.1115
C 3.57 -1.08 -1.65 -0.8521
H 7.35 -0.35 0.24 0.2800
H 8.04 -0.67 -1.36 0.3931
H 6.53 0.24 -1.20 0.2563
H 6.98 -2.71 -0.53 0.3451
H 6.04 -2.13 -1.89 0.2881
H 4.59 0.05 -0.11 0.2659
H 3.42 -1.11 0.48 -0.0860
H 4.29 -0.84 -2.44 0.3689
H 2.73 -0.40 -1.75 0.1634
H 3.23 -2.10 -1.83 0.2688
```

Summary:
calculated total energy: -49368.3312 eV
SMILES: CCOC[C@](C#N)(CCC(F)=C(F)F)[C@@](O)(C#N)N(C(C)=O)C(C)=O.CCOCC.CCOCC
net charge: 0